{
  "formula": "C37H74BrNO20S",
  "method": "the ωB97M-V functional and the def2-TZVPD basis",
  "species": ["C", "C", "Br", "C", "N", "C", "O", "O", "S", "C", "O", "O", "H", "H", "H", "H", "H", "H", "H", "H", "H", "H", "O", "C", "O", "C", "C", "C", "H", "H", "H", "H", "H", "H", "H", "H", "O", "C", "O", "C", "C", "C", "H", "H", "H", "H", "H", "H", "H", "H", "O", "C", "O", "C", "C", "C", "H", "H", "H", "H", "H", "H", "H", "H", "O", "C", "O", "C", "C", "C", "H", "H", "H", "H", "H", "H", "H", "H", "O", "C", "O", "C", "C", "C", "H", "H", "H", "H", "H", "H", "H", "H", "O", "C", "O", "C", "C", "C", "H", "H", "H", "H", "H", "H", "H", "H", "O", "C", "O", "C", "C", "C", "H", "H", "H", "H", "H", "H", "H", "H", "O", "C", "O", "C", "C", "C", "H", "H", "H", "H", "H", "H", "H", "H"],
  "positions_angstrom": [[-1.06654, -2.40098, -0.33809], [-0.30770, -1.08594, -0.38009], [0.94876, -1.04802, -1.88160], [-1.21933, 0.11402, -0.59763], [-2.37735, 0.05623, 0.35511], [-3.22795, 1.16111, 0.13607], [-2.99066, 2.26496, 0.51430], [-4.40782, 0.93023, -0.51751], [-4.74604, -0.51698, -1.22154], [-4.76163, -1.75060, 0.06189], [-3.75807, -0.81118, -2.21021], [-6.09423, -0.35242, -1.67156], [-0.42034, -3.22368, -0.62073], [-1.92018, -2.35347, -1.01551], [-1.45057, -2.56082, 0.66945], [0.31961, -0.96902, 0.50439], [-0.69071, 1.06196, -0.45485], [-1.60503, 0.08830, -1.61682], [-1.97088, 0.26894, 1.26534], [-4.68817, -1.29193, 1.04458], [-5.69390, -2.28795, -0.09422], [-3.90194, -2.39417, -0.12281], [3.01521, 1.57668, 1.96828], [2.60265, 2.30916, 1.10746], [3.42439, 2.67748, 0.11341], [2.95401, 3.35011, -1.06251], [2.89152, 4.85051, -0.87954], [1.20604, 2.88975, 1.16181], [1.99738, 2.93486, -1.38214], [3.67635, 3.09800, -1.83643], [2.17798, 5.13339, -0.10417], [2.59861, 5.33169, -1.81308], [3.86681, 5.23618, -0.58269], [1.23340, 3.82762, 1.71720], [0.57241, 2.18255, 1.69288], [0.75805, 3.06492, 0.18694], [3.31365, 6.35217, -4.74177], [3.78355, 7.37786, -4.31906], [4.49244, 7.31216, -3.17584], [5.27831, 8.39280, -2.66559], [4.45758, 9.33522, -1.81039], [3.53023, 8.71543, -4.95682], [5.79052, 8.91295, -3.47596], [6.04779, 7.91532, -2.06086], [3.67315, 9.82184, -2.39004], [5.09484, 10.10696, -1.37810], [3.97653, 8.78529, -1.00139], [2.62184, 9.13942, -4.53046], [3.36372, 8.55934, -6.01892], [4.35484, 9.41596, -4.84302], [-0.00864, -4.29916, 1.62856], [0.92599, -3.96166, 2.30452], [1.41444, -2.71709, 2.11668], [2.39914, -2.11403, 2.97136], [3.80593, -2.45003, 2.52637], [1.61690, -4.88822, 3.27487], [2.22753, -2.37243, 4.01487], [2.23537, -1.04043, 2.87930], [4.00310, -3.52088, 2.59901], [4.53139, -1.92199, 3.14596], [3.95373, -2.15685, 1.48680], [2.40715, -5.41954, 2.74455], [0.88432, -5.61023, 3.62651], [2.03592, -4.38620, 4.14352], [2.62124, -3.24360, 6.16240], [3.58113, -2.86108, 6.77798], [4.01663, -1.60808, 6.56223], [5.01656, -0.97538, 7.36967], [6.41624, -1.27350, 6.87620], [4.35255, -3.76892, 7.70493], [4.88489, -1.23685, 8.42016], [4.80935, 0.08960, 7.28257], [6.64930, -2.33630, 6.94519], [7.14993, -0.72265, 7.46460], [6.51579, -0.98132, 5.83100], [5.12626, -4.27724, 7.13058], [3.66375, -4.51169, 8.09805], [4.80946, -3.25647, 8.54766], [0.14937, 8.42050, -5.09292], [-0.26864, 7.30158, -4.95170], [-1.35232, 6.93271, -5.66259], [-1.80887, 5.57817, -5.73746], [-2.74833, 5.22846, -4.60245], [0.32064, 6.33951, -3.95237], [-0.96515, 4.89027, -5.79905], [-2.33506, 5.51549, -6.68869], [-2.24926, 5.28888, -3.63539], [-3.13309, 4.21605, -4.72710], [-3.58861, 5.92234, -4.58334], [-0.19507, 6.47833, -3.00095], [1.38176, 6.55679, -3.82916], [0.25010, 5.29684, -4.25239], [-2.47612, -4.79505, -1.44144], [-1.92133, -5.74762, -1.91821], [-0.57924, -5.81943, -1.80780], [0.16722, -6.98785, -2.14816], [0.53954, -7.01771, -3.61589], [-2.65831, -6.80565, -2.70240], [-0.36464, -7.88977, -1.84211], [1.06676, -6.93033, -1.53655], [-0.34401, -7.06902, -4.25206], [1.16794, -7.88264, -3.83076], [1.08556, -6.11256, -3.88167], [-2.69154, -6.51379, -3.75104], [-3.67514, -6.86189, -2.32806], [-2.22778, -7.80003, -2.62218], [1.37984, 5.89593, 3.66340], [0.77740, 4.89932, 3.95478], [-0.47226, 4.73668, 3.47499], [-1.18502, 3.50056, 3.57623], [-1.94837, 3.38146, 4.87864], [1.35071, 3.86196, 4.89321], [-0.50988, 2.65806, 3.41731], [-1.88098, 3.50600, 2.73833], [-1.27908, 3.37750, 5.73956], [-2.53178, 2.46047, 4.89309], [-2.62592, 4.22726, 4.99321], [1.07376, 4.12361, 5.91397], [2.43335, 3.89220, 4.80445], [1.02813, 2.84530, 4.68232], [-4.83285, -8.87671, -3.65865], [-5.98545, -8.80474, -3.33029], [-6.88016, -8.33257, -4.21850], [-8.29428, -8.38987, -4.00893], [-8.80432, -7.18869, -3.24076], [-6.44069, -9.14152, -1.92880], [-8.57658, -9.33127, -3.53575], [-8.72251, -8.40115, -5.00975], [-8.38619, -7.14777, -2.23483], [-9.89085, -7.22455, -3.15935], [-8.52175, -6.26874, -3.75185], [-6.37848, -8.24258, -1.31600], [-5.76125, -9.88758, -1.52561], [-7.44933, -9.54325, -1.87381]],
  "lowdin_charge": [-0.1578, -0.7109, 0.6969, -0.2563, 0.0586, -0.5654, 0.1533, -0.0862, 0.6400, -0.0970, -0.2582, -0.2728, 0.0516, 0.0547, 0.0786, 0.0723, 0.0998, 0.0972, 0.1387, 0.0737, 0.0736, 0.0500, 0.0916, -0.5151, 0.0089, -0.2209, -0.0487, 0.0268, 0.1099, 0.1274, 0.0726, 0.0673, 0.0852, 0.0819, 0.0738, 0.0763, 0.0816, -0.5266, -0.0102, -0.2341, -0.0601, 0.0200, 0.1122, 0.1217, 0.0705, 0.0815, 0.0820, 0.0869, 0.0970, 0.0739, 0.0961, -0.5059, -0.0154, -0.2174, -0.0510, 0.0233, 0.0885, 0.1123, 0.0685, 0.0766, 0.0836, 0.0945, 0.0904, 0.0505, 0.0901, -0.5129, 0.0016, -0.2304, -0.0605, 0.0188, 0.1120, 0.1239, 0.0683, 0.0828, 0.0837, 0.0972, 0.0916, 0.0730, 0.0983, -0.5118, -0.0005, -0.2358, -0.0627, 0.0158, 0.1125, 0.1218, 0.0664, 0.0819, 0.0829, 0.1000, 0.0509, 0.0794, 0.1019, -0.5049, -0.0013, -0.2366, -0.0627, 0.0109, 0.1120, 0.1222, 0.0687, 0.0799, 0.0830, 0.1023, 0.0753, 0.0737, 0.1052, -0.5516, -0.0065, -0.2472, -0.0562, 0.0177, 0.0887, 0.1157, 0.0682, 0.0814, 0.0850, 0.0933, 0.0926, 0.0745, 0.0973, -0.5250, 0.0023, -0.2364, -0.0628, 0.0148, 0.1109, 0.1228, 0.0674, 0.0816, 0.0850, 0.0944, 0.0905, 0.0710],
  "de_lowest_ev": 0.000,
  "smiles": "C[C@@H](Br)CNC(=O)OS(C)(=O)=O.CCOC(C)=O.CCOC(C)=O.CCOC(C)=O.CCOC(C)=O.CCOC(C)=O.CCOC(C)=O.CCOC(C)=O.CCOC(C)=O",
  "orbital_gap_ev": 10.040
}